Record 1
DFT (ωB97M-V/def2-TZVPD) results for C19H11F5N4S2Y as an isolated structure in a non-equilibrium geometry.

For the HOMO energy, the calculation gives -11.366 eV. The value obtained for the total energy is -2283.56462 a.u. The HOMO-LUMO gap is 7.07 eV. The largest force on an atom is 1.01 eV/Å.

Structure (ORCA input):
```
! wB97M-V def2-TZVPD RIJCOSX def2/J DEFGRID3
* xyz 1 1
Y -1.02 -1.59 -1.57
N -4.29 1.61 -1.42
C -3.19 0.85 -1.30
S -3.49 -0.88 -1.12
N -2.05 1.51 -1.33
N -0.94 0.71 -1.25
C 0.18 1.31 -0.99
C 0.30 2.77 -0.74
C 0.74 3.21 0.50
C 0.87 4.57 0.74
C 0.57 5.48 -0.26
C 0.13 5.04 -1.50
C -0.01 3.68 -1.74
C 1.40 0.45 -0.93
C 2.66 1.00 -0.81
C 3.76 0.15 -0.73
C 3.57 -1.22 -0.78
C 2.28 -1.70 -0.93
N 1.22 -0.89 -1.01
H -5.20 1.20 -1.36
H -4.19 2.61 -1.48
H 0.98 2.49 1.28
H 1.20 4.91 1.71
H 0.68 6.54 -0.07
H -0.10 5.75 -2.28
H -0.38 3.34 -2.70
H 2.78 2.07 -0.78
H 4.75 0.56 -0.63
H 4.39 -1.92 -0.71
H 2.07 -2.76 -0.99
F -0.93 -4.33 4.85
C -0.87 -4.28 3.52
C -0.92 -3.07 2.87
F -1.02 -1.93 3.56
C -0.85 -3.06 1.50
F -0.89 -1.82 0.89
C -0.74 -4.19 0.71
S -0.68 -4.16 -1.06
C -0.70 -5.39 1.40
F -0.59 -6.54 0.74
C -0.76 -5.45 2.78
F -0.71 -6.62 3.41
*
```

---

Record 2
DFT (ωB97M-V/def2-TZVPD) results for C19H11IrN4O5S5Sb as an isolated structure.

For the HOMO energy (alpha / beta), the calculation gives -5.318 / -8.313 eV. The value obtained for the total energy is -3661.26066 a.u. The HOMO-LUMO gap (alpha / beta) is 4.07 / 5.19 eV. Its expectation value of S² is 8.806. For the energy above the lowest of the compared OMol25 structures with the same formula, charge and spin, the calculation gives 13.9 kcal per mole. The largest force on an atom is 0.56 eV/Å.

Structure (ORCA input):
```
! wB97M-V def2-TZVPD RIJCOSX def2/J DEFGRID3
* xyz 0 6
Ir -0.26 -0.01 0.09
O 6.03 -3.75 2.30
N 5.02 -3.22 2.77
O 4.80 -3.21 4.00
C 4.13 -2.58 1.89
C 4.47 -2.60 0.53
C 3.67 -2.00 -0.43
C 3.95 -1.99 -1.83
C 3.09 -1.37 -2.69
C 1.92 -0.75 -2.19
N 1.65 -0.75 -0.90
C 2.48 -1.34 -0.03
C 2.11 -1.32 1.36
N 0.96 -0.68 1.66
C 0.54 -0.61 2.93
C 1.26 -1.19 3.94
C 2.44 -1.86 3.66
C 2.92 -1.94 2.34
H 5.38 -3.10 0.23
H 4.84 -2.48 -2.18
H 3.28 -1.35 -3.75
H 1.22 -0.25 -2.85
H -0.38 -0.06 3.10
H 0.89 -1.13 4.95
H 3.00 -2.33 4.45
S -1.43 4.89 1.63
Sb -1.17 3.72 -0.39
S 0.49 2.08 0.42
S -2.03 0.52 -1.25
S 0.24 5.19 -1.54
O -2.75 -1.06 -1.42
C -2.19 -2.04 -0.81
N -1.13 -1.90 -0.06
S -0.60 -3.42 0.51
O -0.70 -3.44 1.93
O 0.62 -3.76 -0.15
C -1.95 -4.29 -0.23
C -2.24 -5.63 -0.18
C -3.37 -6.07 -0.88
C -4.16 -5.17 -1.59
C -3.85 -3.82 -1.63
C -2.73 -3.40 -0.94
H -1.62 -6.32 0.38
H -3.63 -7.12 -0.86
H -5.03 -5.54 -2.12
H -4.45 -3.11 -2.19
*
```

---

Record 3
DFT (ωB97M-V/def2-TZVPD) results for C19H12AsBrF8N3O5STi as an isolated structure in a non-equilibrium geometry.

For the HOMO energy (alpha / beta), the calculation gives -0.439 / -0.689 eV. The value obtained for the total energy is -8128.42361 a.u. The HOMO-LUMO gap (alpha / beta) is 4.16 / 4.41 eV. Its expectation value of S² is 0.758. For the energy above the lowest of the compared OMol25 structures with the same formula, charge and spin, the calculation gives 25.9 kcal per mole. The largest force on an atom is 3.13 eV/Å.

Structure (ORCA input):
```
! wB97M-V def2-TZVPD RIJCOSX def2/J DEFGRID3
* xyz -2 2
Ti 0.24 0.27 0.12
F 5.17 1.83 -1.92
C 4.41 0.91 -1.27
C 3.10 1.17 -0.99
C 2.33 0.20 -0.34
C 2.92 -1.03 0.00
C 4.26 -1.23 -0.30
F 4.88 -2.41 0.00
C 5.03 -0.29 -0.94
C 2.03 -2.04 0.64
C 2.42 -3.27 1.15
C 1.47 -4.14 1.66
C 0.15 -3.78 1.65
C -0.18 -2.53 1.16
N 0.74 -1.68 0.69
H 2.69 2.14 -1.25
H 6.07 -0.48 -1.16
H 3.47 -3.53 1.16
H 1.78 -5.10 2.07
H -0.63 -4.44 2.01
H -1.20 -2.18 1.14
C -3.61 -0.01 3.60
O -2.22 -0.10 3.35
C -1.77 0.58 2.23
O -0.50 0.36 1.99
H -3.80 -0.67 4.45
H -4.19 -0.32 2.73
H -3.90 1.01 3.85
F 1.43 2.25 1.37
As 1.48 3.91 2.00
F 2.44 3.30 3.30
F 0.05 3.60 2.88
F 1.61 5.49 2.67
F 0.58 4.51 0.69
F 2.93 4.14 1.07
O -0.77 1.96 -0.24
S -2.35 2.04 0.12
N -2.62 1.28 1.59
Br -6.20 0.18 -3.53
C -4.31 -0.01 -3.74
C -3.78 0.05 -5.00
N -2.46 -0.02 -5.22
C -1.68 -0.16 -4.15
C -2.15 -0.26 -2.84
C -3.50 -0.17 -2.62
C -1.25 -0.36 -1.69
O -1.68 -0.54 -0.53
O 0.01 -0.19 -1.83
H -4.42 0.17 -5.87
H -0.61 -0.21 -4.31
H -3.88 -0.19 -1.61
*
```